1.
Below is a 6-piece molecular cluster, C21H50FNO13 overall, with properties calculated with ωB97M-V/def2-TZVPD.

```
! RIJCOSX wB97M-V def2-TZVPD def2/J DEFGRID3
* xyz 0 1
N -0.01710 0.59719 1.26621
H 0.26501 1.33156 0.77988
H -0.95663 0.88155 1.46735
H 0.55746 0.44018 2.16284
H 0.04394 -0.32924 0.62907
O 1.15419 -2.10555 2.13543
H 0.52794 -2.35354 3.00728
C 0.55213 5.89681 -1.89994
C 1.48576 4.67044 -1.92346
O 0.64248 3.62200 -1.31030
C -0.36174 4.17841 -0.67754
O -1.22145 3.63345 0.04212
O -0.38814 5.61748 -0.86756
F 2.45502 4.96039 -1.09832
H -0.02619 5.68751 -2.69366
H 0.86825 6.81350 -1.84449
H 1.75491 4.58507 -3.06456
C 4.18514 -3.47753 -3.07989
O 3.00718 -4.03384 -2.46392
C 2.20098 -3.07068 -1.75537
C 0.93697 -3.66322 -1.36074
O 0.07973 -3.88438 -2.30967
C -1.09253 -4.60266 -2.03359
C -1.95552 -4.76522 -3.29509
O -2.28671 -3.35724 -3.76503
C -3.08540 -3.30097 -4.90371
H 4.92057 -3.88315 -3.72041
H 4.69652 -2.67287 -2.43164
H 3.69746 -2.91107 -3.92529
H 2.21636 -2.26919 -2.41404
H 2.95796 -2.64808 -0.86805
H 0.51218 -2.84402 -0.63255
H 1.18913 -4.47632 -0.65605
H -1.74637 -4.18707 -1.26401
H -0.88413 -5.64861 -1.76577
H -3.02434 -5.38444 -3.17561
H -1.43086 -5.46942 -4.10109
H -2.44978 -3.73894 -5.62075
H -3.31126 -2.23741 -4.77654
H -4.03846 -3.95464 -4.82129
C -0.21020 0.40138 4.97756
O -1.32283 0.59317 4.17650
C -2.11745 -0.63773 4.01847
C -3.24152 -0.32415 3.13156
O -3.00606 -0.14027 2.00606
C -4.06655 0.23140 0.94888
C -3.34632 0.69951 -0.24919
O -2.25865 -0.15261 -0.71852
C -2.75124 -1.27883 -1.40708
H 0.39030 -0.40928 4.54287
H -0.44282 0.19459 5.94379
H 0.20842 1.22863 4.87399
H -2.53956 -1.09347 4.96237
H -1.57516 -1.48968 3.42416
H -4.03259 0.40240 3.69295
H -3.95986 -1.19157 3.29290
H -4.60866 1.10110 1.15156
H -4.78977 -0.59469 0.71410
H -2.85112 1.92089 -0.21611
H -3.97456 0.74071 -1.21036
H -3.29404 -2.15944 -0.97458
H -1.97097 -1.77451 -2.01048
H -3.31885 -1.02538 -2.16539
C 1.38770 0.38648 -2.30613
O 1.76210 0.32347 -0.95353
C 3.07868 0.76257 -0.67778
C 3.17534 0.79266 0.75343
O 2.66908 1.76637 1.33446
C 3.02031 1.93518 2.76649
C 2.17032 3.11377 3.36738
O 0.82294 3.04150 2.74046
C -0.06057 4.00162 3.31809
H 1.04611 1.28882 -2.77383
H 0.69059 -0.56922 -2.63780
H 2.21762 0.14790 -2.90280
H 3.18831 1.83362 -0.95856
H 3.90972 0.13293 -1.01515
H 4.17697 0.86106 0.79819
H 2.78825 -0.07746 1.23253
H 4.05145 2.20637 3.17502
H 2.50707 1.22141 3.21038
H 2.61599 4.06861 3.01555
H 2.27892 3.38562 4.39252
H -0.95591 3.59647 2.83684
H 0.08916 4.96872 2.91781
H -0.18074 3.92318 4.49018
*
```

---

2.
Below is a 6-piece molecular cluster, C21H50FNO13 overall, with properties calculated with ωB97M-V/def2-TZVPD.

```
! RIJCOSX wB97M-V def2-TZVPD def2/J DEFGRID3
* xyz 0 1
N 40.36800 49.60100 50.93500
H 40.57600 49.71300 49.90200
H 39.71900 50.36300 51.23900
H 41.14600 49.46600 51.52800
H 39.64400 48.75500 50.80000
O 38.42000 51.04100 49.44700
H 37.98500 51.39500 48.77800
C 36.33300 51.49900 51.98800
C 36.09900 52.91900 52.03500
O 35.74600 53.13000 53.35700
C 35.96500 52.03600 54.04900
O 35.63400 51.91800 55.17900
O 36.28600 51.08300 53.29800
F 35.26500 53.46900 51.16700
H 37.23900 51.47100 51.49300
H 35.44000 50.83800 51.39700
H 36.93600 53.54500 51.91000
C 39.68500 49.28100 54.85100
O 40.64900 49.90300 54.05700
C 41.97000 49.40200 54.37800
C 43.20300 50.09000 53.69100
O 43.11700 50.03900 52.39200
C 44.15500 50.64900 51.69500
C 43.74200 50.68600 50.19100
O 42.51800 51.51200 50.20500
C 42.15800 51.84200 48.82100
H 39.84400 48.30400 54.64900
H 38.58600 49.66200 54.57700
H 39.90900 49.70200 55.82900
H 42.00400 48.36200 54.49400
H 42.08500 49.68400 55.31900
H 44.08600 49.69300 53.99600
H 43.37900 51.09000 53.94000
H 45.19600 50.25000 51.80300
H 44.33100 51.55000 52.07200
H 43.61000 49.57700 49.75900
H 44.55000 51.21300 49.64300
H 41.16800 51.59300 48.78100
H 42.75400 51.09600 48.09700
H 42.18900 52.88700 48.68300
C 36.68700 47.67500 50.46800
O 37.94100 47.25100 50.65200
C 38.08700 46.87500 52.03700
C 39.19800 45.93100 52.27100
O 40.28800 46.56500 52.02200
C 41.46800 45.76100 52.03100
C 42.52800 46.60000 51.32400
O 42.22000 47.13500 50.13000
C 42.57600 46.27100 49.01800
H 36.44100 48.67600 51.04600
H 35.81700 46.95800 50.50100
H 36.62400 48.16900 49.47700
H 37.18400 46.47900 52.29200
H 38.29700 47.70100 52.61900
H 39.09300 45.07800 51.67300
H 39.21600 45.63700 53.20700
H 41.26800 44.85500 51.79300
H 41.78000 45.77600 53.09600
H 43.20000 45.74600 51.16600
H 42.87800 47.46200 51.89000
H 42.35400 46.81100 47.91800
H 41.79300 45.50600 48.94200
H 43.49000 46.12300 49.22600
C 42.59100 58.33400 55.59400
O 41.81900 57.16000 55.35300
C 41.05500 56.60100 56.60900
C 39.83500 55.68500 56.19300
O 40.20600 54.99400 55.24900
C 39.33500 53.93200 55.01100
C 39.82100 53.26700 53.87500
O 39.90800 54.08300 52.65900
C 40.08200 53.36300 51.42700
H 41.98700 59.23700 55.87800
H 42.90700 58.47600 54.61700
H 43.29200 58.02400 56.37900
H 40.60400 57.54100 57.13900
H 41.57300 56.19100 57.46200
H 38.92100 56.42500 55.89400
H 39.59500 55.16600 57.21300
H 38.27300 54.27800 54.94800
H 39.10800 53.03900 55.90100
H 39.06300 52.42000 53.56300
H 40.73900 52.72000 54.27500
H 40.57100 53.83700 50.73800
H 39.08400 52.83100 51.07100
H 40.84100 52.70400 51.35600
*
```

---

Which is most stable, and by how much? 2, by 0.0647 hartree.

---

1.
Below is AlH10O5 as an isolated structure, with properties calculated with ωB97M-V/def2-TZVPD.

```
! RIJCOSX wB97M-V def2-TZVPD def2/J DEFGRID3
* xyz 3 1
Al 0.34693 0.51085 -0.02445
O -4.27413 1.87966 -1.94651
H -4.92873 1.19983 -2.10640
H -4.77014 2.69822 -1.95961
O 1.32934 -4.45485 0.78774
H 2.18654 -4.86930 0.68943
H 0.86535 -5.00909 1.41526
O -1.21880 5.45055 -0.30869
H -1.67250 5.97525 0.35092
H -1.37914 5.91019 -1.13287
O 0.39290 -1.51505 4.78743
H -0.12398 -1.92763 5.47942
H 1.30086 -1.71733 5.01308
O 3.68775 -1.24921 -3.45860
H 4.60445 -1.36580 -3.20900
H 3.65330 -1.51629 -4.37714
*
```

---

2.
Below is AlH10O5 as an isolated structure, with properties calculated with ωB97M-V/def2-TZVPD.

```
! RIJCOSX wB97M-V def2-TZVPD def2/J DEFGRID3
* xyz 3 1
Al 28.38218 -13.82180 21.10012
O 28.02321 -16.12496 19.50233
H 27.93445 -17.04841 19.79724
H 28.37231 -16.18550 18.59070
O 27.35734 -13.25708 23.62459
H 27.81894 -13.17986 24.48059
H 26.42109 -13.07145 23.82063
O 26.32902 -13.37682 19.07659
H 26.01552 -12.78523 18.36159
H 25.85045 -14.21262 18.94393
O 28.71403 -16.41955 22.40352
H 29.30387 -17.14455 22.11246
H 28.70348 -16.48681 23.37941
O 26.15253 -15.60611 21.70526
H 25.96999 -15.81995 22.63875
H 25.83840 -16.38187 21.20566
*
```

---

Which is most stable, and by how much? 2, by 0.0520 hartree.